{"formula": "C15H42N8O7", "method": "ωB97M-V with the def2-TZVPD basis set", "smiles": "COCCNCCOC.COCCNCCOC.NC(N)=O.NC(N)=O.NC(N)=O", "homo_lumo_gap_ha": 0.333, "de_lowest_ev": 7.394, "energy_ev": -42483.376, "homo_energy_ev": -8.8182, "species": ["C", "O", "C", "C", "N", "C", "C", "O", "C", "H", "H", "H", "H", "H", "H", "H", "H", "H", "H", "H", "H", "H", "H", "H", "C", "O", "C", "C", "N", "C", "C", "O", "C", "H", "H", "H", "H", "H", "H", "H", "H", "H", "H", "H", "H", "H", "H", "H", "N", "C", "N", "O", "H", "H", "H", "H", "N", "C", "N", "O", "H", "H", "H", "H", "N", "C", "N", "O", "H", "H", "H", "H"], "xyz": [[-3.925, 0.848, -5.633], [-2.810, 0.225, -5.602], [-1.915, 0.815, -4.681], [-0.499, 0.181, -4.917], [0.373, 0.788, -3.877], [0.643, -0.225, -2.818], [-0.335, -0.162, -1.686], [-0.049, -1.116, -0.689], [-1.114, -1.937, -0.209], [-4.478, 0.243, -6.379], [-3.960, 1.922, -5.760], [-4.403, 0.699, -4.661], [-2.284, 0.545, -3.662], [-1.918, 1.892, -4.856], [-0.121, 0.575, -5.892], [-0.452, -0.935, -4.980], [1.182, 0.871, -4.516], [1.626, 0.011, -2.397], [0.703, -1.221, -3.209], [-1.310, -0.359, -2.027], [-0.272, 0.749, -1.193], [-0.738, -2.761, 0.453], [-1.660, -2.350, -1.042], [-1.860, -1.383, 0.293], [4.463, -5.867, -1.169], [3.887, -4.875, -1.534], [4.041, -3.859, -0.560], [2.708, -3.129, -0.714], [2.471, -1.924, 0.118], [2.232, -2.066, 1.563], [2.394, -0.649, 2.171], [1.807, -0.779, 3.368], [2.396, 0.148, 4.308], [4.575, -6.595, -1.974], [3.984, -6.492, -0.409], [5.478, -5.619, -0.956], [4.967, -3.346, -0.803], [4.319, -4.133, 0.533], [1.779, -3.649, -0.553], [2.590, -2.755, -1.689], [1.525, -1.575, -0.168], [2.930, -2.714, 2.094], [1.235, -2.426, 1.676], [1.883, -0.021, 1.555], [3.422, -0.394, 2.196], [3.393, -0.296, 4.471], [1.919, 0.250, 5.357], [2.550, 1.082, 3.938], [-2.975, 1.332, -0.589], [-3.734, 1.826, 0.338], [-3.425, 3.102, 0.601], [-4.648, 1.250, 0.933], [-3.187, 0.348, -0.624], [-2.255, 1.845, -1.142], [-3.699, 3.327, 1.565], [-2.602, 3.393, 0.180], [-0.509, 0.898, 4.085], [-1.393, 1.154, 3.163], [-1.018, 0.475, 2.096], [-2.297, 1.998, 3.295], [0.353, 0.375, 3.920], [-0.849, 1.173, 4.961], [-1.619, 0.754, 1.323], [-0.670, -0.486, 2.137], [-0.836, 4.834, 4.911], [-1.225, 5.601, 3.962], [-1.054, 5.081, 2.773], [-1.749, 6.638, 4.150], [-1.199, 5.349, 5.713], [-0.775, 3.842, 4.880], [-1.261, 5.564, 1.824], [-0.745, 4.100, 2.668]]}


{"formula": "C15H42O15", "method": "ωB97M-V with the def2-TZVPD basis set", "smiles": "COC(=O)OC.OCCO.OCCO.OCCO.OCCO.OCCO.OCCO", "homo_lumo_gap_ha": 0.362, "de_lowest_ev": 0.000, "energy_ev": -46945.194, "homo_energy_ev": -9.4525, "species": ["C", "O", "C", "O", "O", "C", "H", "H", "H", "H", "H", "H", "O", "C", "C", "O", "H", "H", "H", "H", "H", "H", "O", "C", "C", "O", "H", "H", "H", "H", "H", "H", "O", "C", "C", "O", "H", "H", "H", "H", "H", "H", "O", "C", "C", "O", "H", "H", "H", "H", "H", "H", "O", "C", "C", "O", "H", "H", "H", "H", "H", "H", "O", "C", "C", "O", "H", "H", "H", "H", "H", "H"], "xyz": [[-0.520, -3.642, 4.003], [-1.117, -2.490, 3.336], [-1.537, -1.473, 4.088], [-1.562, -1.484, 5.283], [-1.791, -0.458, 3.272], [-1.944, 0.831, 3.967], [-1.105, -3.804, 4.891], [0.473, -3.283, 4.378], [-0.350, -4.469, 3.283], [-2.556, 1.464, 3.359], [-0.950, 1.201, 4.041], [-2.331, 0.730, 4.929], [-0.363, 2.858, -2.353], [-0.793, 4.139, -2.757], [0.434, 5.128, -2.960], [-0.090, 6.215, -3.696], [0.146, 2.917, -1.536], [-1.145, 4.044, -3.779], [-1.558, 4.456, -2.121], [1.108, 4.567, -3.579], [0.996, 5.414, -2.033], [0.660, 6.770, -3.804], [-4.874, 0.817, 0.267], [-5.180, -0.579, 0.248], [-5.121, -1.083, -1.194], [-3.715, -1.247, -1.500], [-3.949, 0.911, 0.114], [-4.429, -1.175, 0.762], [-6.195, -0.607, 0.689], [-5.607, -0.407, -1.898], [-5.494, -2.097, -1.361], [-3.265, -0.400, -1.440], [1.253, 2.810, 0.184], [2.329, 1.915, 0.516], [2.517, 1.809, 2.014], [2.730, 3.109, 2.535], [1.173, 3.634, 0.709], [2.114, 0.953, 0.056], [3.247, 2.243, 0.024], [3.368, 1.128, 2.191], [1.667, 1.350, 2.553], [3.672, 3.208, 2.730], [3.059, -1.580, 1.116], [3.589, -2.747, 1.752], [2.925, -3.948, 1.167], [1.484, -3.882, 1.349], [3.387, -1.517, 0.228], [4.674, -2.681, 1.739], [3.201, -2.585, 2.775], [3.291, -4.824, 1.747], [3.212, -4.077, 0.083], [1.244, -2.990, 1.027], [0.627, -0.280, -1.275], [-0.440, -0.565, -0.392], [-1.186, 0.633, 0.198], [-2.213, 1.141, -0.701], [0.192, 0.024, -2.090], [-1.270, -1.108, -0.868], [-0.073, -1.183, 0.421], [-0.498, 1.433, 0.494], [-1.731, 0.154, 0.992], [-1.901, 1.813, -1.331], [0.621, -0.724, -4.062], [1.944, -1.095, -4.267], [2.270, -2.383, -3.469], [2.395, -2.143, -2.100], [0.099, -1.433, -4.440], [2.001, -1.223, -5.351], [2.628, -0.299, -3.912], [3.170, -2.918, -3.820], [1.436, -3.090, -3.679], [1.523, -1.846, -1.747]]}


{"formula": "C15H43ClIO6P", "method": "ωB97M-V with the def2-TZVPD basis set", "homo_lumo_gap_ha": 0.323, "energy_ev": -58447.332, "homo_energy_ev": -8.6456, "species": ["C", "C", "C", "I", "P", "Cl", "H", "H", "H", "H", "H", "H", "H", "C", "C", "O", "H", "H", "H", "H", "H", "H", "C", "C", "O", "H", "H", "H", "H", "H", "H", "C", "C", "O", "H", "H", "H", "H", "H", "H", "C", "C", "O", "H", "H", "H", "H", "H", "H", "C", "C", "O", "H", "H", "H", "H", "H", "H", "C", "C", "O", "H", "H", "H", "H", "H", "H"], "xyz": [[-0.984, -3.394, -3.082], [-0.452, -4.772, -3.579], [1.070, -5.069, -3.345], [1.207, -7.207, -2.788], [1.891, -4.111, -1.968], [3.667, -3.423, -2.905], [-0.231, -2.632, -2.886], [-1.642, -2.998, -3.872], [-1.636, -3.576, -2.218], [-0.623, -4.812, -4.663], [-1.070, -5.566, -3.150], [1.611, -5.003, -4.295], [2.369, -5.005, -0.966], [-0.029, -1.063, 1.665], [-0.306, -1.931, 0.453], [-0.066, -1.200, -0.745], [-0.659, -0.173, 1.648], [-0.218, -1.610, 2.590], [1.010, -0.721, 1.665], [-1.347, -2.254, 0.444], [0.331, -2.823, 0.458], [0.855, -0.927, -0.736], [-0.386, 1.588, 4.869], [-1.572, 1.714, 3.933], [-2.430, 0.584, 4.065], [0.176, 0.678, 4.653], [0.283, 2.446, 4.771], [-0.721, 1.523, 5.906], [-1.237, 1.758, 2.896], [-2.145, 2.619, 4.149], [-2.727, 0.560, 4.978], [-3.226, 5.484, 6.955], [-2.806, 4.399, 5.983], [-2.726, 3.132, 6.647], [-2.517, 5.551, 7.782], [-3.281, 6.454, 6.459], [-4.204, 5.257, 7.389], [-1.823, 4.619, 5.569], [-3.514, 4.322, 5.162], [-3.595, 2.936, 7.002], [-3.664, 5.980, 1.186], [-3.799, 5.206, 2.483], [-3.230, 5.929, 3.574], [-2.614, 6.186, 0.973], [-4.089, 5.422, 0.350], [-4.174, 6.944, 1.257], [-3.273, 4.254, 2.415], [-4.853, 5.001, 2.703], [-3.698, 6.765, 3.644], [2.046, -3.884, -8.707], [2.192, -3.995, -7.201], [0.924, -4.208, -6.579], [1.375, -3.063, -8.965], [3.013, -3.711, -9.183], [1.612, -4.797, -9.122], [2.606, -3.076, -6.789], [2.861, -4.822, -6.939], [0.560, -5.024, -6.934], [5.666, 0.129, -2.557], [5.843, 0.011, -1.056], [4.585, -0.172, -0.411], [5.010, 0.966, -2.800], [6.625, 0.276, -3.057], [5.196, -0.773, -2.957], [6.290, 0.918, -0.650], [6.494, -0.834, -0.808], [4.198, -0.979, -0.762]]}